1.
ORCA calculation (ωB97M-V/def2-TZVPD) on 5 unconnected molecules or ions with the total composition C18H48N2O10 at a distorted geometry.

CARTESIAN COORDINATES (ANGSTROEM)
O (-5.5780, -9.3830, 4.3954)
O (-7.4393, -9.1970, 7.4742)
O (-3.0407, -4.0474, 7.5238)
O (-7.0085, -1.0647, 2.2454)
O (1.5187, -8.7951, 2.2093)
O (-5.4345, -2.1663, 7.3374)
O (-9.2566, 2.4185, 4.3946)
O (-7.7776, -2.4475, 10.4099)
O (0.8234, -5.8804, 4.2931)
O (-2.5318, -1.6702, 10.7648)
N (-6.3676, 1.4147, 3.9160)
N (-5.0297, -2.8980, 11.7096)
C (-6.6179, 0.2050, 1.7596)
C (-6.8329, 2.4766, 4.8572)
C (1.5605, -7.4858, 2.6206)
C (-5.2334, -3.3864, 6.6687)
C (-6.7280, -2.1851, 1.3897)
C (-1.2359, -1.6761, 10.2611)
C (-6.5712, -8.8620, 5.2403)
C (-7.1110, 1.3695, 2.6412)
C (-6.2576, -9.0329, 6.7290)
C (-6.3182, -3.0227, 12.3531)
C (-9.0355, -2.7918, 9.8458)
C (-4.0459, -2.2924, 12.6741)
C (-8.2785, 2.2235, 5.4254)
C (-7.3847, -3.4870, 11.3599)
C (-10.5080, 2.1225, 5.0908)
C (-3.7158, -3.6055, 6.3453)
C (0.6125, -7.2241, 3.7996)
C (-2.6682, -2.2257, 12.0626)
H (-8.3066, 1.2299, 5.8726)
H (-5.6758, -4.1993, 7.2446)
H (-9.4470, -1.9853, 9.2389)
H (-11.3519, 2.2697, 4.4168)
H (-6.8524, 3.4016, 4.2810)
H (-6.2220, -2.1416, 7.8858)
H (-6.3568, -3.6440, 13.2478)
H (0.8160, -7.9596, 4.5778)
H (-6.1004, 2.5872, 5.6567)
H (-6.7672, 2.3061, 2.2022)
H (-8.2173, -3.7952, 11.9924)
H (-2.3098, -3.2540, 12.0150)
H (1.2342, -6.8039, 1.8353)
H (-9.8127, -3.0782, 10.5543)
H (-5.9464, -9.2906, 3.5137)
H (2.5972, -7.1869, 2.7753)
H (-7.7555, -10.0769, 7.2567)
H (1.9626, -8.8033, 1.3582)
H (-0.8701, -2.6664, 9.9899)
H (-8.1909, 1.2648, 2.7462)
H (-3.8505, -2.8415, 13.5952)
H (-5.0406, -2.5067, 10.7786)
H (-7.0624, 0.2869, 0.7677)
H (-1.1591, -0.9711, 9.4334)
H (-6.9971, -4.3317, 10.7904)
H (-0.4282, -7.3605, 3.5056)
H (0.2054, -5.8076, 5.0241)
H (-4.4814, -1.3132, 12.8726)
H (-5.5313, 0.1918, 1.6748)
H (-3.0975, -3.4206, 8.2486)
H (-2.1569, -1.5843, 12.7805)
H (-6.4631, 0.4908, 4.3125)
H (-6.9234, -2.0237, 0.3296)
H (-10.6670, 2.7800, 5.9456)
H (-10.5062, 1.1216, 5.5223)
H (-6.6240, -2.0463, 12.7289)
H (-6.7663, -7.8313, 4.9443)
H (-8.9078, -3.6558, 9.1937)
H (-7.3765, -2.9908, 1.7338)
H (-3.1829, -2.6802, 6.1264)
H (-3.5153, -4.3302, 5.5562)
H (-0.5694, -1.4132, 11.0825)
H (-5.6937, -2.4785, 1.5697)
H (-5.7004, -9.9666, 6.8045)
H (-5.5973, -8.2739, 7.1486)
H (-7.3897, -9.5143, 4.9356)
H (-5.8530, -3.4020, 5.7721)
H (-8.4118, 2.9454, 6.2311)

Calculated values
Total charge: 0
LUMO level, hartree: 0.01606
E_HOMO, eV: -8.46
SMILES: COCCNCCOC.COCCNCCOC.OCCO.OCCO.OCCO
Energy above the lowest of the compared OMol25 structures with the same formula, charge and spin, eV: 6.3931
Gap between HOMO and LUMO, Ha: 0.3270


2.
ORCA calculation (ωB97M-V/def2-TZVPD) on 14 unconnected molecules or ions with the total composition C19H66O14 at a distorted geometry.

CARTESIAN COORDINATES (ANGSTROEM)
O (3.7788, -3.5031, 3.2832)
O (-2.7092, -2.4241, 0.7652)
O (-1.5832, 0.2789, -2.7288)
O (0.4068, -3.2041, -1.9258)
O (-2.2492, 2.2929, 0.1972)
O (0.4928, 5.7899, -1.2118)
O (-1.0392, -0.8351, 3.5392)
O (3.4108, -0.7901, -0.5998)
O (3.1188, 0.2509, 1.9942)
O (-4.2872, 0.7539, -2.1968)
O (2.0778, 2.4709, 3.4422)
O (3.7058, 1.7689, -3.4288)
O (-1.4752, -0.2661, -0.0708)
O (-5.5492, 0.7549, 1.9992)
C (-2.0042, 2.9879, -0.9648)
C (0.9658, 4.8089, -0.3888)
C (-0.7312, 0.5309, 3.2642)
C (-4.7302, -0.4621, -1.7418)
C (-0.0742, -0.9391, -3.9968)
C (1.8578, -2.7171, 2.2202)
C (4.2978, -0.2141, 2.6182)
C (2.6538, -3.9501, 2.6762)
C (-0.1002, -3.9261, -0.9358)
C (1.5218, 3.4779, 2.6052)
C (-2.2632, -3.4951, 1.6262)
C (-1.4422, -0.9371, -3.3238)
C (4.7778, -0.4361, -0.8638)
C (-5.9252, -0.9711, -2.4908)
C (2.5378, 1.0589, -3.3588)
C (-0.0772, -0.4511, 0.0682)
C (0.5388, 0.8599, -0.2348)
C (-4.1722, 0.4509, 2.2952)
C (1.6438, 3.6739, -1.2508)
H (4.4488, -1.2741, 2.4122)
H (0.4608, -3.6801, -0.0198)
H (2.5248, 1.8419, 2.8532)
H (1.0288, 3.2899, -2.0378)
H (4.1328, -0.0711, 3.6372)
H (2.1318, 2.8979, -0.6018)
H (-3.3142, 0.7389, -2.2328)
H (-1.8652, -1.0941, 0.2692)
H (-2.1912, -4.4271, 1.1092)
H (-2.2672, 4.0689, -1.0158)
H (-3.9792, -0.5881, 2.2622)
H (2.2498, 3.8679, 1.9412)
H (-4.9782, -0.3281, -0.6858)
H (4.7858, 0.2709, -1.7298)
H (-0.1872, -4.9891, -1.1198)
H (-3.8732, 0.8799, 3.2742)
H (0.0828, -1.7911, -4.7198)
H (1.6728, -1.8991, 2.8562)
H (1.8308, 1.5039, -4.0278)
H (-3.0302, -3.5511, 2.4102)
H (5.3798, 0.0689, -0.0748)
H (1.1098, 6.4509, -1.2818)
H (2.6528, 0.0649, -3.6858)
H (2.8678, -4.5461, 1.7912)
H (0.2538, 1.7489, 0.4162)
H (-2.1002, 1.3849, -0.0428)
H (-1.5532, -1.7301, -2.5888)
H (0.6738, -0.9471, -3.2238)
H (-6.8432, -0.4431, -2.2008)
H (3.4228, -2.8501, 3.8562)
H (1.6818, 5.2129, 0.3412)
H (0.4668, 1.0349, -1.3108)
H (0.3328, -1.2161, -0.6268)
H (-2.6112, 2.5279, -1.7518)
H (1.5888, 0.7569, -0.1208)
H (4.3008, 1.2629, -4.0068)
H (1.4158, 4.2559, 3.4152)
H (-2.2222, -0.9561, -4.0988)
H (3.0768, -0.1001, 1.0912)
H (-1.1722, 0.1459, -1.8738)
H (2.5428, 4.0959, -1.6818)
H (0.1088, -0.7611, 1.0692)
H (2.2468, -2.2931, 1.3522)
H (5.1468, 0.3879, 2.2692)
H (-6.1222, -1.9341, -2.2258)
H (-1.0022, 2.9999, -1.2798)
H (2.1508, 0.9559, -2.3728)
H (-1.3092, -3.3351, 2.0462)
H (-5.7922, 1.5649, 2.5122)
H (-3.9312, -1.2091, -1.6738)
H (-3.4272, 0.8379, 1.5982)
H (0.6468, 3.2039, 2.0582)
H (0.0238, -0.0481, -4.5908)
H (-1.1142, -3.4881, -0.8358)
H (2.1538, -4.5171, 3.4182)
H (1.2908, -3.5321, -1.9798)
H (-0.5132, 0.9809, 4.2232)
H (0.9008, -2.9891, 1.9222)
H (0.2168, 0.5439, 2.7102)
H (-1.8932, -0.9471, 3.9522)
H (3.2818, -1.6941, -0.8138)
H (-3.6292, -2.5581, 0.5202)
H (0.0968, 4.3869, 0.1422)
H (-5.7992, -0.9011, -3.6118)
H (-1.4072, 1.0809, 2.6572)
H (5.3728, -1.3101, -1.1218)

Calculated values
Total charge: 0
LUMO level, hartree: -0.00760
E_HOMO, eV: -9.18
Energy above the lowest of the compared OMol25 structures with the same formula, charge and spin, eV: 3.3737
Gap between HOMO and LUMO, Ha: 0.3299